(1)
{
  "formula": "C2H3OPS",
  "method": "ωB97M-V/def2-TZVPD",
  "symbols": ["C", "C", "P", "S", "O", "H", "H", "H"],
  "positions_angstrom": [[-1.44516, -0.97326, 0.73810], [-0.32814, -1.08235, 0.29247], [1.29898, -1.45635, -0.35501], [2.46558, 0.11225, 0.57352], [1.85112, 1.39152, -0.34072], [-2.40684, -0.87862, 1.14385], [1.34718, -0.54202, -1.39269], [0.98037, 1.62600, 0.02986]],
  "atomic_forces_ev_per_a": [[1.12, -0.08, -0.39], [-0.18, 0.04, -0.16], [0.45, 0.23, 1.02], [-0.56, -0.09, -0.34], [-0.07, -0.03, 0.60], [-0.63, 0.08, 0.24], [-0.53, -0.07, -0.88], [0.40, -0.07, -0.08]],
  "homo_ev": -9.367,
  "total_energy_ev": -24291.317,
  "spin_multiplicity": 1,
  "smiles": "C#CPSO",
  "lumo_ev": 0.44,
  "gap_ev": 9.81,
  "total_charge": 0,
  "de_lowest_kcal_mol": 46.54
}

(2)
{
  "formula": "C29H60F17N19O13PS2",
  "method": "ωB97M-V/def2-TZVPD",
  "symbols": ["C", "C", "O", "C", "C", "O", "C", "O", "C", "C", "C", "C", "C", "F", "F", "C", "F", "F", "C", "F", "F", "C", "F", "F", "C", "F", "F", "C", "F", "F", "C", "F", "F", "C", "F", "F", "F", "N", "S", "C", "C", "C", "O", "P", "S", "H", "H", "H", "H", "H", "H", "H", "H", "H", "H", "H", "H", "H", "H", "H", "H", "H", "H", "H", "H", "H", "H", "H", "H", "C", "O", "N", "N", "H", "H", "H", "H", "C", "O", "N", "N", "H", "H", "H", "H", "C", "O", "N", "N", "H", "H", "H", "H", "C", "O", "N", "N", "H", "H", "H", "H", "C", "O", "N", "N", "H", "H", "H", "H", "C", "O", "N", "N", "H", "H", "H", "H", "C", "O", "N", "N", "H", "H", "H", "H", "C", "O", "N", "N", "H", "H", "H", "H", "C", "O", "N", "N", "H", "H", "H", "H"],
  "positions_angstrom": [[-1.27391, -1.23444, 4.68285], [-2.26205, -2.03474, 5.68988], [-3.39809, -1.24477, 6.09538], [-4.58560, -1.56232, 5.34146], [-4.91807, -0.32900, 4.34667], [-5.46431, -0.78658, 3.08996], [-4.41626, -1.28998, 2.23582], [-4.60050, -2.73946, 2.27032], [-3.67996, -3.42116, 1.38540], [-2.66484, -2.47154, 0.63300], [-1.81310, -3.23894, -0.51791], [-1.43510, -4.74384, -0.15581], [-0.25819, -4.86505, 0.93812], [-0.59089, -4.17545, 2.11632], [-0.25670, -6.25435, 1.29409], [1.18552, -4.54944, 0.34724], [1.81968, -5.78973, 0.08911], [1.17381, -3.88367, -0.89721], [2.16760, -3.74829, 1.30985], [2.16870, -4.23076, 2.64193], [3.48048, -4.03460, 0.85369], [1.85303, -2.18989, 1.39790], [0.52236, -1.87665, 0.99802], [1.90723, -1.81464, 2.76102], [2.79083, -1.22185, 0.54854], [3.07404, -1.70929, -0.74517], [2.00800, -0.05299, 0.31222], [4.08905, -0.68763, 1.30839], [3.75297, 0.28290, 2.28541], [4.76073, -1.70209, 2.03908], [5.18469, -0.01676, 0.37038], [6.21975, 0.50609, 1.17781], [5.80546, -0.92578, -0.51555], [4.64346, 1.18605, -0.51557], [3.83517, 2.08280, 0.16448], [3.96825, 0.80891, -1.66686], [5.76823, 1.92247, -0.95754], [-3.22103, -1.20429, 0.04752], [-1.90298, -0.04018, -0.02464], [-4.48656, -0.68601, 0.75089], [-4.63311, 0.89519, 0.70479], [-6.04637, 1.49475, 1.07057], [-7.08142, 0.90387, 1.39669], [-5.90384, -1.46205, -0.30635], [-6.29580, -0.32645, -1.84739], [-0.21008, -1.47155, 4.99842], [-1.41850, -0.10141, 4.77306], [-1.38444, -1.59000, 3.59735], [-1.64660, -2.21433, 6.63959], [-2.52674, -3.06872, 5.29335], [-4.55495, -2.56334, 4.80761], [-5.45307, -1.63330, 6.09018], [-5.76251, 0.25269, 4.86171], [-4.05566, 0.40787, 4.25214], [-3.44724, -0.97251, 2.77396], [-4.32741, -3.93456, 0.58167], [-3.19030, -4.26989, 1.96442], [-1.87222, -2.15675, 1.40218], [-0.94034, -2.61080, -0.87882], [-2.53742, -3.30127, -1.41268], [-0.98005, -5.19559, -1.10977], [-2.32004, -5.41606, 0.09219], [-3.47246, -1.40968, -0.94974], [-1.29006, 0.05153, 1.21562], [-4.42588, 1.22271, -0.37802], [-3.88774, 1.37362, 1.43783], [-6.12588, 2.64329, 1.01534], [-5.44973, -2.72129, -0.81938], [-7.08982, -1.68880, 0.46634], [0.84574, -9.66029, -0.05901], [-0.29437, -9.85409, -0.45321], [1.86556, -10.51870, -0.31732], [1.18964, -8.56813, 0.67122], [2.80784, -10.37803, -0.00318], [1.64815, -11.33999, -0.85649], [0.45658, -7.90917, 0.88193], [2.11848, -8.38803, 1.00499], [5.21833, 5.78262, -2.20058], [4.91991, 6.96663, -2.14924], [5.12347, 5.05203, -3.33899], [5.67270, 5.09460, -1.11996], [5.36489, 4.07984, -3.40165], [4.79159, 5.52617, -4.16171], [5.75736, 5.60245, -0.25570], [5.92342, 4.12280, -1.14093], [8.84646, 5.27576, -4.61769], [7.91675, 4.63579, -5.10136], [10.10567, 5.21295, -5.10513], [8.68665, 6.10182, -3.55210], [10.87796, 5.72792, -4.72507], [10.26131, 4.61222, -5.89965], [7.76113, 6.17528, -3.16209], [9.43132, 6.63399, -3.14158], [-10.06348, -1.61828, -2.29483], [-9.04284, -2.06134, -1.78825], [-11.18723, -1.36773, -1.57748], [-10.15940, -1.33869, -3.61974], [-12.03423, -1.00430, -1.97404], [-11.15454, -1.56251, -0.59101], [-9.34557, -1.51203, -4.18480], [-10.98661, -0.97489, -4.05581], [0.56596, 3.45053, 2.60081], [-0.54205, 3.09891, 2.20831], [1.68895, 2.75788, 2.29252], [0.76089, 4.54868, 3.37067], [2.60928, 3.01505, 2.60006], [1.57683, 1.93776, 1.72136], [-0.05272, 5.08530, 3.61926], [1.66052, 4.84800, 3.69993], [-4.43497, 4.70047, 1.20549], [-5.53313, 4.32597, 0.81705], [-3.28971, 4.03847, 0.90608], [-4.26857, 5.81016, 1.96970], [-2.37722, 4.32592, 1.21431], [-3.37448, 3.21130, 0.34130], [-5.09622, 6.32812, 2.21259], [-3.37782, 6.13382, 2.29809], [5.14656, -0.34372, 6.02668], [4.88126, 0.84819, 6.05363], [5.05427, -1.08678, 4.89268], [5.55584, -1.02795, 7.12508], [5.26680, -2.06634, 4.84632], [4.75471, -0.61302, 4.05997], [5.63620, -0.51028, 7.98416], [5.77849, -2.00621, 7.12362], [-4.68098, 0.89597, -5.01748], [-4.15623, 0.93668, -3.91284], [-3.98314, 1.09012, -6.16557], [-6.00478, 0.65370, -5.19154], [-4.39338, 1.06128, -7.08084], [-2.99789, 1.27315, -6.07795], [-6.55692, 0.50451, -4.36380], [-6.45261, 0.61692, -6.08860], [8.53457, 5.65156, -8.56922], [9.59192, 5.28981, -8.07043], [7.39492, 5.79663, -7.84781], [8.41249, 5.93908, -9.89157], [6.52041, 6.09143, -8.24086], [7.44432, 5.59195, -6.85841], [9.23698, 5.84302, -10.45990], [7.55678, 6.23698, -10.32172]],
  "atomic_forces_ev_per_a": [[-0.12, -0.45, 0.24], [1.63, 0.48, 0.52], [-0.05, -1.72, -1.17], [-0.92, 0.91, 0.22], [-1.11, -0.05, 1.70], [2.05, 0.02, -1.20], [-0.90, 0.45, 1.79], [1.44, 1.47, -1.16], [-1.21, -0.70, -1.36], [2.73, -2.11, 1.44], [-1.75, -0.10, -0.30], [1.38, 0.36, -0.70], [-2.58, -1.84, -0.38], [1.08, -0.76, -1.85], [0.06, 2.86, -0.12], [1.66, -1.31, -0.69], [-1.35, 2.57, 0.55], [-0.35, -0.92, 2.42], [1.67, -1.34, 1.22], [-0.55, 0.63, -2.90], [-2.60, 1.33, 0.63], [-0.95, 1.15, 1.45], [2.47, -1.22, 0.53], [0.18, -0.49, -2.93], [-0.91, 1.52, -1.57], [-0.36, 0.58, 3.14], [1.45, -1.92, 0.58], [1.64, -0.13, 1.98], [0.17, -1.86, -2.19], [-1.64, 1.53, -1.85], [2.18, 0.14, -0.65], [-2.49, -1.14, -1.35], [-1.70, 1.58, 1.99], [0.26, 2.52, -1.97], [1.48, -1.91, -0.90], [1.25, 0.25, 2.51], [-2.16, -1.68, 0.99], [-0.18, -0.20, 0.88], [1.31, 1.54, -1.11], [-1.29, -0.46, 1.44], [0.19, -0.35, -0.03], [-2.42, 0.28, 0.56], [2.75, 0.20, -0.89], [-1.72, 1.04, -1.19], [0.79, -0.34, 0.61], [-1.20, 0.32, -0.51], [0.08, -1.68, -0.17], [0.06, 0.63, 1.38], [-0.97, 0.28, -1.24], [0.05, 1.38, 0.34], [0.27, 1.29, 0.44], [1.28, 0.11, -1.04], [1.16, -0.74, -1.05], [-0.79, -1.16, -0.11], [-0.90, -0.66, -1.20], [0.92, 0.56, 1.08], [-0.16, 1.44, -0.75], [-1.41, -0.27, -0.99], [-1.03, -0.89, 0.74], [1.05, -0.08, 1.10], [-0.65, 0.59, 1.37], [1.27, 1.07, 0.10], [0.26, 0.64, 0.39], [-1.16, -0.73, -0.31], [-0.25, -0.29, 1.58], [-0.97, -0.66, -1.13], [0.82, -1.66, -0.09], [0.09, 0.27, 0.88], [1.02, -0.20, 0.19], [-0.33, -0.18, -0.12], [0.13, 0.12, 0.05], [0.26, -0.51, -0.27], [-0.18, 0.49, 0.30], [-0.08, 0.00, 0.00], [0.04, 0.12, 0.09], [0.40, -0.41, -0.10], [-0.05, -0.07, -0.03], [-0.31, 0.36, -0.18], [0.12, -0.13, 0.05], [-0.28, -0.10, -0.40], [0.23, -0.17, 0.75], [0.16, 0.11, -0.07], [0.14, -0.08, 0.09], [0.01, -0.05, -0.15], [0.00, 0.13, -0.06], [0.44, 0.03, -0.07], [-0.23, 0.05, -0.01], [0.24, -0.47, -0.11], [-0.50, 0.18, 0.48], [-0.11, 0.02, -0.01], [-0.09, 0.31, -0.14], [0.13, 0.07, -0.06], [-0.03, -0.04, -0.08], [0.21, -0.11, 0.25], [-0.09, -0.10, 0.01], [-0.31, 0.01, 0.49], [0.25, 0.07, -0.64], [0.07, -0.02, 0.01], [-0.02, 0.05, -0.15], [-0.14, -0.01, 0.09], [0.04, -0.03, 0.06], [0.20, 0.03, 0.08], [-0.28, -0.04, -0.14], [0.18, -0.41, -0.22], [-0.33, 0.32, 0.12], [-0.05, -0.01, 0.03], [0.10, 0.15, 0.07], [0.16, -0.06, 0.03], [-0.04, -0.05, -0.02], [0.20, 0.16, -0.03], [-0.01, 0.45, -0.04], [0.14, -0.33, -0.17], [-0.30, 0.34, 0.25], [0.05, -0.19, 0.08], [0.13, 0.24, -0.04], [0.12, -0.05, -0.04], [-0.04, -0.05, -0.07], [-0.04, 0.42, 0.18], [-0.02, -0.15, -0.10], [-0.16, -0.17, -0.59], [0.12, -0.07, 0.57], [0.02, 0.07, 0.03], [0.09, -0.06, 0.22], [0.00, -0.08, -0.12], [0.00, 0.07, -0.02], [0.10, 0.02, 0.29], [0.12, 0.02, -0.15], [0.55, 0.07, -0.35], [-0.54, -0.11, 0.19], [0.00, 0.01, 0.07], [-0.16, 0.00, -0.04], [0.05, 0.01, -0.13], [0.07, 0.04, 0.04], [-0.01, -0.09, 0.31], [0.00, -0.01, -0.17], [-0.23, 0.07, 0.48], [0.29, 0.05, -0.68], [0.12, 0.00, -0.07], [0.00, -0.21, -0.03], [-0.14, 0.02, 0.08], [0.05, -0.02, 0.07]],
  "homo_ev": -10.603,
  "total_energy_ev": -163128.361,
  "spin_multiplicity": 1,
  "lumo_ev": -2.89,
  "gap_ev": 7.71,
  "total_charge": 1
}

(3)
{
  "formula": "C35H37ClO4P2Tc",
  "method": "ωB97M-V/def2-TZVPD",
  "symbols": ["Tc", "C", "C", "C", "C", "C", "C", "C", "C", "C", "H", "H", "H", "H", "H", "H", "H", "H", "H", "H", "H", "H", "H", "H", "H", "P", "P", "C", "C", "C", "C", "C", "C", "C", "C", "C", "C", "C", "C", "C", "C", "C", "C", "C", "C", "C", "C", "C", "C", "C", "C", "C", "C", "H", "H", "H", "H", "H", "H", "H", "H", "H", "H", "H", "H", "H", "H", "H", "H", "H", "H", "H", "H", "H", "H", "O", "Cl", "O", "O", "O"],
  "positions_angstrom": [[-0.05479, 0.04296, -2.03004], [-1.61310, 0.04244, -0.45254], [-2.18402, -0.32050, -1.71421], [-2.99206, 0.56936, -2.60774], [-2.19106, 1.64638, -3.38030], [-0.76440, 1.81820, -2.94641], [-0.30460, 2.12095, -1.63291], [-1.13582, 2.50986, -0.42458], [-1.89433, 1.35125, 0.22353], [1.90235, 0.61321, -1.70554], [-1.65550, -0.76870, 0.26975], [-2.53717, -1.35878, -1.74643], [-3.83054, 1.03669, -2.06386], [-3.43470, -0.09606, -3.37280], [-2.19076, 1.38142, -4.45438], [-2.75403, 2.59539, -3.31930], [-0.13939, 2.21289, -3.75523], [0.67486, 2.60911, -1.57857], [-1.82555, 3.33359, -0.65581], [-0.44647, 2.89490, 0.34859], [-1.58149, 1.27520, 1.27937], [-2.98494, 1.52922, 0.22601], [2.55638, -0.28836, -1.79201], [2.12745, 1.08836, -0.72334], [2.20744, 1.36722, -2.45120], [-0.17317, -1.71617, -8.39112], [1.45558, 0.50834, -8.61646], [-1.06478, -0.24677, -8.96670], [-0.22488, 0.79044, -9.23976], [-0.65235, -3.00929, -9.62048], [-1.79234, -2.87622, -10.43102], [-2.10626, -3.85282, -11.38390], [-1.27849, -4.96771, -11.53459], [-0.16772, -5.13872, -10.70153], [0.15232, -4.16308, -9.75767], [-1.06237, -2.19901, -6.89204], [-0.66832, -1.50500, -5.73107], [-1.28442, -1.79754, -4.52397], [-2.38143, -2.66589, -4.48130], [-2.75762, -3.35945, -5.64236], [-2.09689, -3.13579, -6.85205], [2.37977, 0.91344, -10.19422], [2.18941, 0.04760, -11.29791], [2.72316, 0.37067, -12.54656], [3.46367, 1.54829, -12.70597], [3.65411, 2.40755, -11.62203], [3.10138, 2.10349, -10.37462], [1.81624, 1.95900, -7.58053], [3.07059, 2.02591, -6.94238], [3.40076, 3.15504, -6.20018], [2.49918, 4.21413, -6.06957], [1.25558, 4.13248, -6.69732], [0.89599, 3.00222, -7.43826], [-2.15447, -0.25068, -9.02390], [-0.43413, 1.68044, -9.84809], [-2.46199, -2.02218, -10.34168], [-2.99919, -3.75939, -12.00696], [-1.50520, -5.72856, -12.28186], [0.44990, -6.03704, -10.77840], [1.01956, -4.28947, -9.11146], [0.13316, -0.76083, -5.78102], [-0.87007, -1.36160, -3.59681], [-2.93435, -2.82091, -3.54898], [-3.56998, -4.08392, -5.62266], [-2.36395, -3.67710, -7.76198], [1.59437, -0.86121, -11.18257], [2.57418, -0.29015, -13.40122], [3.92346, 1.77864, -13.66494], [4.24385, 3.32102, -11.73649], [3.22667, 2.81807, -9.56141], [3.77057, 1.19359, -7.05244], [4.36509, 3.18718, -5.70403], [2.77654, 5.08386, -5.46579], [0.56056, 4.95896, -6.57769], [-0.08833, 2.95002, -7.90869], [0.43029, 0.03505, 1.06692], [0.71186, -1.35607, 0.73447], [2.07058, -1.71492, 0.99845], [-0.27919, -2.25020, 1.27398], [0.52869, -1.50052, -0.92543]],
  "atomic_forces_ev_per_a": [[2.50, -0.33, 1.43], [-3.40, -0.22, -0.83], [-1.97, -0.38, 2.59], [-0.08, 0.03, -1.24], [-1.01, 0.25, -0.42], [0.40, 0.72, -0.21], [-0.24, 1.48, -0.44], [0.13, 0.16, 0.80], [0.16, 0.38, 0.31], [2.20, 0.33, 0.30], [0.69, -0.20, -0.48], [0.78, 0.03, -0.21], [0.37, -0.27, 0.16], [-0.01, 0.38, 0.46], [0.06, 0.08, 0.52], [0.42, -0.17, -0.01], [0.14, -0.32, 0.17], [-0.40, -0.26, -0.25], [0.29, -0.14, -0.27], [-0.23, -0.02, -0.54], [-0.26, -0.06, -0.56], [0.34, -0.19, -0.13], [-0.67, 0.48, -0.13], [-0.53, -0.43, -0.48], [-0.32, -0.23, -0.12], [-1.14, -0.74, -0.63], [0.62, 1.27, -1.96], [0.95, 1.24, 0.12], [-0.91, -1.33, 0.22], [0.36, -0.21, -0.24], [-0.05, -0.06, -0.23], [0.25, -0.10, 0.16], [0.06, -0.03, 0.26], [-0.04, 0.15, 0.10], [-0.29, 0.37, 0.05], [0.28, 0.54, 0.58], [-0.04, -0.40, -0.07], [-0.21, 0.03, -0.27], [0.14, -0.22, -0.11], [-0.02, 0.26, 0.07], [0.31, 0.06, 0.23], [-0.15, -0.43, -0.12], [0.08, 0.31, 0.18], [0.02, 0.15, 0.22], [0.07, -0.13, 0.34], [-0.09, -0.15, 0.03], [0.07, -0.07, 0.03], [0.08, -0.20, 0.45], [-0.44, 0.02, -0.20], [0.05, -0.20, 0.07], [0.04, -0.29, -0.09], [0.00, 0.01, 0.21], [0.12, 0.21, 0.16], [0.27, 0.11, -0.49], [-0.24, -0.23, 0.56], [0.23, -0.14, 0.00], [0.33, 0.09, 0.25], [0.01, 0.24, 0.19], [-0.20, 0.36, -0.04], [-0.10, -0.02, -0.17], [-0.14, -0.33, 0.03], [-0.35, -0.14, -0.31], [0.31, -0.12, -0.35], [0.13, 0.24, 0.14], [0.00, 0.10, 0.37], [0.21, 0.16, -0.04], [0.01, 0.14, 0.30], [-0.19, -0.03, 0.17], [-0.28, -0.32, 0.01], [0.01, -0.27, -0.14], [-0.11, 0.32, 0.09], [-0.07, 0.10, -0.07], [-0.18, -0.29, -0.32], [0.01, -0.16, -0.14], [0.34, 0.08, 0.17], [0.80, -1.62, -0.57], [0.06, -0.16, 0.84], [-1.57, 0.28, -0.75], [1.26, 0.97, -0.86], [0.01, -0.49, 1.17]],
  "homo_ev": [-13.127, -13.825],
  "total_energy_ev": -78353.509,
  "spin_multiplicity": 4,
  "s2": 3.7948,
  "lumo_ev": [-8.75, -8.41],
  "gap_ev": [4.38, 5.41],
  "total_charge": 2,
  "de_lowest_kcal_mol": 12.40
}

(4)
{
  "formula": "C4H4O3S",
  "method": "ωB97M-V/def2-TZVPD",
  "symbols": ["C", "C", "C", "C", "O", "O", "O", "S", "H", "H", "H", "H"],
  "positions_angstrom": [[-1.50337, -0.09662, 1.59052], [-2.74771, 0.07211, 1.99180], [-0.18245, -0.05469, 1.02611], [0.02948, 0.01667, -0.45978], [-2.58398, -2.20728, 3.62379], [-3.39343, -2.53938, 1.32584], [-0.75705, -1.27681, 1.54892], [-2.86424, -1.68114, 2.33152], [0.62559, 0.32939, 1.64476], [0.92295, -0.54340, -0.72970], [0.15909, 1.05490, -0.75738], [-0.82375, -0.40332, -0.98852]],
  "atomic_forces_ev_per_a": [[1.01, -0.38, -0.22], [-0.93, -1.03, 0.53], [0.25, 1.08, -0.48], [-0.04, -0.18, 0.19], [-0.15, 0.36, -0.22], [0.00, 0.38, 0.23], [1.11, -0.46, -0.28], [-1.27, 0.16, 0.28], [-0.04, -0.04, 0.01], [0.07, 0.02, -0.03], [0.03, 0.06, -0.03], [-0.03, 0.02, 0.01]],
  "homo_ev": -10.114,
  "total_energy_ev": -21184.382,
  "spin_multiplicity": 1,
  "lumo_ev": -0.59,
  "gap_ev": 9.52,
  "total_charge": 0,
  "de_lowest_kcal_mol": 145.95
}